Record 1
The following is a quantum chemistry calculation of a single C4H8OS molecule, from the OMol25 dataset.

The geometry in XYZ format:
```
14
Properties=species:S:1:pos:R:3:forces:R:3
C 0.899 1.159 -0.205 0.8 -0.2 0.6
C 0.235 -0.191 0.121 -1.3 2.6 0.3
O 1.257 -1.072 0.385 0.5 -1.8 -0.9
C -0.895 -0.084 1.228 1.0 -0.3 0.3
S -2.225 -0.033 -0.008 0.5 0.1 -0.4
C -0.743 -0.578 -0.965 -1.0 -1.8 -0.6
H 1.351 1.096 -1.236 -0.3 0.3 1.1
H 0.254 2.026 -0.086 -0.3 0.0 -0.4
H 1.690 1.287 0.577 -0.3 0.0 -0.9
H 1.412 -1.528 -0.474 0.2 0.2 1.1
H -0.820 0.770 1.911 -0.1 -0.1 -0.2
H -0.996 -1.011 1.802 0.3 0.2 0.0
H -0.691 -0.149 -1.959 0.3 0.3 0.0
H -0.729 -1.693 -1.092 -0.2 0.8 0.1
```
Positions in Å, forces in eV/Å.

Computed properties:
**SMILES string**: CC1(O)CSC1
**HOMO level**: -8.7 eV
**Energy relative to the best compared isomer or geometry (same formula, charge and spin)**: 85.1 kJ/mol
**Kohn-Sham gap**: 9.50 eV
**Lowest unoccupied orbital energy**: 0.81 eV

Atomic partial charges in e from the Löwdin method, atoms 1 to 2: -0.035 -0.721

***

Record 2
The following is a quantum chemistry calculation of a molecular structure, C18H20AsF6NO12PS2SbSe4V, from the OMol25 dataset.

The geometry in XYZ format:
```
67
Properties=species:S:1:pos:R:3:forces:R:3
V -0.610 -0.411 -0.448 1.4 1.2 1.9
O -0.701 -3.253 3.000 0.0 -0.2 0.1
As -1.561 -2.082 2.041 0.5 -0.1 -0.9
O -0.430 -1.896 0.694 -1.3 1.1 -0.3
O -2.198 -0.900 2.945 -0.2 0.0 -0.1
C -2.734 -3.263 1.013 0.2 0.0 0.1
C -2.955 -4.526 1.539 -0.1 -0.2 0.1
C -3.540 -5.533 0.778 0.1 0.1 0.1
C -3.896 -5.286 -0.534 0.0 0.1 -0.1
C -3.693 -4.023 -1.074 -0.2 -0.2 0.0
C -3.118 -3.023 -0.309 -0.3 0.1 -0.1
S -2.955 -1.449 -1.130 1.2 -0.2 0.2
O -4.022 -1.303 -2.051 -0.3 0.0 0.0
O -1.567 -1.506 -1.779 -0.6 0.5 0.6
O -2.769 -0.468 -0.038 -0.3 -0.1 -0.3
H 0.102 -2.750 3.241 0.0 0.0 0.0
H -2.638 -4.736 2.552 0.0 0.0 0.0
H -3.696 -6.512 1.212 0.0 0.0 0.0
H -4.331 -6.069 -1.142 0.0 0.0 0.0
H -3.991 -3.801 -2.091 0.0 0.0 0.0
C 1.254 1.341 3.295 0.0 0.0 0.0
C 0.662 0.181 2.511 0.2 0.1 0.0
O 0.845 -0.976 2.906 -0.1 -0.1 0.0
O 0.005 0.569 1.481 -0.3 -0.4 -0.4
H 1.890 0.974 4.098 0.0 0.0 0.0
H 0.437 1.930 3.716 0.0 0.0 0.0
H 1.827 1.981 2.624 0.0 0.0 0.0
Se 4.592 1.004 1.031 -0.2 0.0 -0.2
Sb 4.009 0.535 -1.267 0.7 0.2 0.1
Se 1.416 -0.255 -1.050 0.1 -0.5 -0.6
Se 4.191 2.900 -1.767 -0.1 -0.2 0.0
Se 4.875 -1.239 -2.583 -0.2 0.1 0.1
C -6.614 -2.049 1.129 0.1 0.0 0.0
C -6.007 -0.677 1.242 0.0 0.1 0.0
C -6.209 0.266 0.236 0.1 0.0 0.0
C -5.684 1.540 0.340 0.0 0.0 0.0
C -4.968 1.891 1.477 -0.1 0.0 0.0
C -4.725 0.958 2.471 0.0 0.0 0.0
C -5.237 -0.323 2.344 -0.1 0.0 0.0
S -4.474 3.583 1.669 -0.1 -0.1 -0.1
O -4.454 4.149 0.353 0.0 0.1 0.0
O -5.281 4.176 2.703 0.0 0.0 0.0
N -2.956 3.586 2.259 0.1 0.0 0.2
C -1.911 2.779 1.615 0.1 -0.1 -0.1
C -1.241 3.474 0.433 0.2 0.1 0.1
C -0.284 2.509 -0.232 0.0 -0.2 -0.1
O 0.896 2.689 -0.381 -0.1 0.0 0.1
O -0.929 1.407 -0.632 -0.4 -1.3 0.0
H -6.390 -2.496 0.160 0.0 0.0 -0.1
H -7.701 -1.999 1.224 0.0 0.0 0.0
H -6.237 -2.713 1.906 0.0 0.0 0.0
H -6.755 -0.014 -0.656 0.0 0.0 0.0
H -5.809 2.263 -0.454 0.0 0.0 0.0
H -4.113 1.203 3.330 0.0 0.0 0.0
H -5.014 -1.060 3.107 0.0 0.0 0.0
H -2.983 3.433 3.258 -0.1 0.1 0.0
H -2.301 1.812 1.293 0.0 0.0 0.0
H -1.189 2.573 2.404 0.1 0.0 -0.2
H -0.668 4.346 0.746 -0.1 0.0 0.0
H -2.002 3.781 -0.287 0.0 -0.1 0.0
F -0.395 -0.186 -4.226 0.0 0.0 -0.1
P -1.158 1.230 -4.465 0.0 -0.1 -0.1
F -0.021 1.984 -3.587 0.0 0.0 -0.1
F -2.297 0.470 -5.346 0.1 0.0 0.1
F -0.290 1.474 -5.812 0.0 0.0 0.0
F -2.022 0.976 -3.122 -0.2 0.0 0.0
F -1.922 2.642 -4.700 0.0 0.0 0.0
```
Positions in Å, forces in eV/Å.

Computed properties:
**HOMO level (alpha / beta)**: -4.2 / -4.2 eV
**Net charge**: -2
**Energy relative to the best compared isomer or geometry (same formula, charge and spin)**: 0.0 kJ/mol
**Kohn-Sham gap (alpha / beta)**: 6.36 / 6.09 eV
**Lowest unoccupied orbital energy (alpha / beta)**: 2.12 / 1.94 eV
**Multiplicity**: 2

Atomic partial charges in e from the Löwdin method, atoms 1 to 2: 0.651 -0.234

***

Record 3
The following is a quantum chemistry calculation of a molecular structure, C17H24IMnO5S2, from the OMol25 dataset.

The geometry in XYZ format:
```
50
Properties=species:S:1:pos:R:3:forces:R:3
Mn 0.707 -0.017 0.255 0.2 0.3 -0.2
C 2.842 0.729 -1.945 0.1 0.0 0.1
O 2.487 1.079 -0.607 0.0 -0.1 -0.1
C 3.573 1.223 0.287 0.0 0.0 0.0
C 3.506 0.143 1.354 0.0 0.0 0.1
O 2.194 -0.005 1.873 0.1 0.0 0.0
C 1.762 0.800 2.955 0.1 -0.1 0.1
C 1.340 2.184 2.504 0.0 0.1 0.0
O 0.594 2.036 1.319 -0.1 -0.1 0.1
C 0.290 3.267 0.684 0.0 0.0 0.0
H 3.503 1.497 -2.358 0.0 0.0 0.0
H 3.329 -0.249 -1.965 0.0 0.0 0.0
H 1.913 0.692 -2.504 0.0 0.0 0.0
H 4.529 1.142 -0.240 0.0 0.0 0.0
H 3.517 2.225 0.725 0.0 0.0 0.0
H 3.727 -0.827 0.906 0.0 0.0 0.0
H 4.219 0.352 2.161 0.0 0.0 0.0
H 0.904 0.261 3.358 0.0 0.0 0.0
H 2.546 0.872 3.718 0.0 0.0 0.0
H 0.738 2.659 3.291 0.0 0.0 0.0
H 2.207 2.831 2.312 0.0 0.0 0.0
H -0.461 3.817 1.259 0.0 0.0 0.0
H 1.197 3.876 0.596 0.0 0.0 0.0
H -0.081 3.037 -0.307 0.0 0.0 0.0
C -1.483 -3.840 1.694 0.0 0.1 0.0
C -0.566 -2.834 1.029 0.0 0.0 0.0
S -0.751 -1.168 1.595 -0.1 0.0 0.1
C 0.336 -3.175 0.097 0.0 0.0 0.0
C 0.521 -4.590 -0.389 0.0 0.1 0.0
S 1.402 -1.995 -0.671 -0.1 -0.1 0.0
H -2.279 -3.321 2.227 0.0 0.0 0.0
H -0.949 -4.460 2.422 0.0 0.0 0.0
H -1.951 -4.510 0.970 0.0 0.0 0.0
H -0.076 -5.306 0.174 0.0 0.0 0.0
H 1.571 -4.884 -0.305 0.0 0.0 0.0
H 0.254 -4.674 -1.446 0.0 0.0 0.0
I -7.140 -0.293 -1.775 0.0 0.0 0.0
C -5.125 0.281 -1.852 0.0 0.0 0.0
C -4.676 1.027 -2.932 0.0 0.0 0.0
C -3.344 1.410 -2.970 -0.1 0.1 0.0
C -2.466 1.046 -1.954 -0.1 0.0 0.0
C -2.935 0.289 -0.891 0.0 -0.2 -0.1
C -4.270 -0.096 -0.829 0.0 0.0 -0.1
C -1.026 1.516 -2.038 0.1 0.1 -0.3
O -0.782 2.427 -2.840 0.0 0.0 0.1
O -0.159 0.954 -1.305 -0.2 -0.1 0.3
H -5.353 1.306 -3.728 0.0 0.0 0.0
H -2.963 2.010 -3.786 0.0 0.0 0.0
H -2.248 -0.049 -0.126 0.0 0.0 0.1
H -4.622 -0.696 0.000 0.0 0.0 0.0
```
Positions in Å, forces in eV/Å.

Computed properties:
**HOMO level (alpha / beta)**: -2.9 / -3.2 eV
**Net charge**: -1
**Kohn-Sham gap (alpha / beta)**: 5.33 / 5.58 eV
**Lowest unoccupied orbital energy (alpha / beta)**: 2.40 / 2.40 eV
**Multiplicity**: 2

Atomic partial charges in e from the Löwdin method, atoms 1 to 2: 0.229 -0.086

***

Record 4
The following is a quantum chemistry calculation of 2 unconnected molecules or ions with the total composition C10H26NOSi, from the OMol25 dataset.

The geometry in XYZ format:
```
39
Properties=species:S:1:pos:R:3:forces:R:3
C -4.466 0.399 0.055 0.1 0.0 -0.1
C -4.585 -1.100 -0.223 0.0 0.0 -0.1
C -3.276 -1.807 -0.580 0.1 -0.1 0.1
C -2.107 -1.463 0.339 0.0 0.0 0.1
C -0.885 -2.344 0.096 0.0 -0.1 -0.1
C 0.371 -1.869 0.842 0.0 0.0 0.1
C 1.441 -1.283 -0.081 -0.1 0.0 -0.1
C 2.510 -0.455 0.641 0.0 -0.1 0.1
Si 3.442 0.705 -0.493 0.0 0.0 0.0
C 4.729 1.708 0.455 0.0 -0.1 0.1
C 4.743 3.191 0.088 -0.1 0.1 0.0
N 4.849 3.370 -1.363 0.1 0.0 0.0
H -4.179 0.595 1.093 0.1 0.0 0.0
H -5.446 0.877 -0.118 -0.1 0.0 0.2
H -3.700 0.857 -0.584 -0.1 0.0 -0.1
H -5.301 -1.238 -1.037 0.0 -0.1 0.0
H -5.032 -1.600 0.643 0.0 0.1 0.0
H -3.419 -2.896 -0.534 -0.1 0.0 -0.1
H -2.992 -1.584 -1.616 0.0 0.1 0.0
H -2.422 -1.561 1.385 0.0 0.0 0.0
H -1.826 -0.411 0.219 0.0 0.0 -0.1
H -0.685 -2.363 -0.983 0.1 0.0 0.1
H -1.123 -3.380 0.360 0.0 0.1 0.0
H 0.088 -1.101 1.572 0.0 0.0 -0.1
H 0.807 -2.686 1.428 0.0 0.0 0.0
H 1.925 -2.097 -0.632 0.0 0.0 0.0
H 0.940 -0.675 -0.844 0.0 0.1 0.1
H 3.225 -1.107 1.158 -0.1 0.0 0.0
H 2.039 0.149 1.426 0.0 0.0 0.0
H 2.452 1.625 -1.117 0.0 0.0 0.0
H 4.083 -0.068 -1.585 0.0 0.0 0.0
H 4.535 1.586 1.526 0.0 0.0 0.0
H 5.714 1.274 0.262 0.0 0.0 0.0
H 5.594 3.691 0.557 0.0 -0.1 0.0
H 3.846 3.670 0.499 0.0 0.0 0.0
H 5.380 4.195 -1.602 0.0 0.1 0.0
H 3.940 3.465 -1.794 -0.1 -0.1 0.0
O -7.438 1.264 0.053 0.0 0.0 0.0
H -7.770 0.470 0.491 0.0 0.0 0.0
```
Positions in Å, forces in eV/Å.

Computed properties:
**HOMO level**: -2.3 eV
**Net charge**: -1
**Kohn-Sham gap**: 4.68 eV
**Lowest unoccupied orbital energy**: 2.41 eV

Atomic partial charges in e from the Löwdin method, atoms 1 to 2: -0.137 -0.271

***

Record 5
The following is a quantum chemistry calculation of a single C12H20FN2O5P molecule, from the OMol25 dataset.

The geometry in XYZ format:
```
41
Properties=species:S:1:pos:R:3:forces:R:3
N 0.570 1.961 1.419 0.2 -0.1 0.1
C 1.899 1.551 1.872 -0.5 -1.0 -0.1
C 2.696 0.925 0.718 -0.2 0.9 1.5
O 1.801 0.028 0.032 0.4 -0.3 -0.7
P 2.269 -0.432 -1.414 0.7 -0.2 -1.8
O 3.445 0.263 -1.926 0.4 0.6 0.4
O 1.025 -0.315 -2.395 0.2 -0.2 1.0
C 0.674 1.041 -2.711 -1.2 0.9 -0.1
C -0.626 1.542 -1.997 0.5 -0.6 0.2
C -1.277 0.424 -1.178 -1.1 0.6 0.2
C -2.466 0.949 -0.349 -0.1 -0.3 -1.2
N -3.071 -0.100 0.466 1.4 2.0 -0.8
C -3.536 0.108 1.718 -0.2 -0.5 0.2
C -4.039 -1.088 2.131 -0.7 -0.5 1.1
C -3.871 -2.032 1.098 -0.1 -0.2 0.3
C -3.239 -1.377 0.078 -0.4 -0.9 -0.1
O 2.553 -2.018 -1.422 -0.8 0.5 1.0
C 3.155 -2.477 -0.210 -0.6 -1.6 -0.6
C 2.131 -2.774 0.883 0.7 1.6 2.0
O 2.298 -2.364 2.002 -0.4 -0.8 -1.2
F 1.042 -3.481 0.575 0.5 0.1 -0.5
H 0.609 2.461 0.541 0.0 0.3 0.1
H 0.120 2.514 2.135 -0.1 0.2 -0.2
H 1.741 0.741 2.595 0.0 0.2 0.1
H 2.472 2.337 2.377 0.2 0.0 -0.3
H 3.525 0.371 1.165 0.0 -0.1 -0.3
H 3.097 1.716 0.084 -0.1 -0.3 -0.4
H 1.471 1.750 -2.481 0.3 -0.4 -0.2
H 0.475 1.049 -3.782 0.3 -0.1 0.0
H -1.298 1.906 -2.779 -0.1 -0.1 0.2
H -0.424 2.408 -1.359 0.2 -0.1 0.0
H -1.708 -0.277 -1.895 0.4 -0.4 0.2
H -0.600 -0.062 -0.479 0.2 0.0 -0.3
H -2.174 1.812 0.249 0.0 -0.2 0.3
H -3.224 1.278 -1.073 0.0 0.3 0.2
H -3.492 1.045 2.243 0.1 0.2 -0.2
H -4.482 -1.270 3.098 0.0 0.0 0.0
H -4.182 -3.063 1.119 0.1 0.0 -0.1
H -2.920 -1.777 -0.867 0.1 0.2 -0.1
H 3.944 -1.834 0.177 -0.3 0.2 0.1
H 3.617 -3.439 -0.460 0.0 0.1 0.0
```
Positions in Å, forces in eV/Å.

Computed properties:
**SMILES string**: NCCO[P@](=O)(OCCCCn1cccc1)OCC(=O)F
**HOMO level**: -8.1 eV
**Kohn-Sham gap**: 8.72 eV
**Lowest unoccupied orbital energy**: 0.64 eV

Atomic partial charges in e from the Löwdin method, atoms 1 to 2: 0.016 -0.240

***

Record 6
The following is a quantum chemistry calculation of 3 unconnected molecules or ions with the total composition C3H14NO3, from the OMol25 dataset.

The geometry in XYZ format:
```
21
Properties=species:S:1:pos:R:3:forces:R:3
O -0.870 -1.209 1.921 -1.6 1.1 -0.1
C 0.110 -1.234 0.862 -1.2 -1.4 2.3
C -0.618 -0.878 -0.431 -0.2 -0.9 0.3
N -0.471 0.597 -0.576 1.0 1.2 -2.5
C -0.575 1.280 -1.958 -2.9 -0.4 0.5
H -0.914 -1.828 2.653 0.8 -0.5 -0.4
H 0.793 -0.515 1.284 0.8 0.2 -1.1
H 0.541 -2.238 0.837 0.2 0.3 -0.4
H -1.678 -1.222 -0.392 0.8 0.6 0.1
H -0.126 -1.469 -1.226 -0.2 1.0 -0.1
H 0.559 0.705 -0.545 -0.5 0.1 1.4
H -0.992 1.182 0.144 1.2 -0.8 -0.5
H -0.012 2.187 -2.010 1.2 0.0 0.2
H -1.588 1.707 -2.083 0.2 -0.8 0.0
H -0.393 0.521 -2.701 0.3 0.2 -0.3
H -0.842 0.889 2.159 0.2 0.1 0.1
H -0.409 2.364 2.362 -0.1 0.0 0.0
O -0.454 1.661 1.705 -0.2 0.0 0.7
H 2.659 -1.289 -1.267 -0.5 0.2 -0.5
H 2.990 -0.620 -0.032 -0.3 0.6 0.3
O 2.292 -0.590 -0.705 1.0 -0.6 0.0
```
Positions in Å, forces in eV/Å.

Computed properties:
**HOMO level**: -14.4 eV
**Net charge**: +1
**Energy relative to the best compared isomer or geometry (same formula, charge and spin)**: 141.7 kJ/mol
**Kohn-Sham gap**: 11.66 eV
**Lowest unoccupied orbital energy**: -2.74 eV

Atomic partial charges in e from the Löwdin method, atoms 1 to 2: -0.095 -0.226

***

Number 1: total energy -17159.5682 eV. Number 2: total energy -446774.5566 eV. Number 3: total energy -89348.2104 eV. Number 4: total energy -22206.4738 eV. Number 5: total energy -37994.3275 eV. Number 6: total energy -10963.5389 eV.